No. 1
C34H72INO7 | ωB97M-V with the def2-TZVPD basis set

Results
* Kohn-Sham gap: 9.70 eV

XYZ file:
```
115
C34H72INO7 | the OMol25 dataset | ωB97M-V with the def2-TZVPD basis set
C 4.9670 -3.8922 3.7662
C 6.4391 -4.3386 3.7867
C 6.9563 -4.8400 2.4322
C 6.1787 -6.0379 1.8749
C 6.2579 -6.0767 0.3361
C 5.1250 -5.2505 -0.3414
C 5.6358 -4.2359 -1.3659
C 6.3430 -3.0033 -0.7803
C 5.4698 -2.1616 0.1823
C 5.2284 -0.7184 -0.2997
C 3.7991 -0.4732 -0.8143
C 2.7152 -0.8696 0.2363
C 1.7376 0.2882 0.5334
C 0.4958 0.2342 -0.3980
C -0.8157 -0.0914 0.3810
C -1.9857 0.6636 -0.2569
C -3.3922 0.1596 0.1878
O -3.2857 -0.9783 1.0209
C -4.1282 -0.9591 2.1420
C -5.4235 -1.7646 1.8133
O -5.2197 -2.6186 0.7052
C -6.3841 -3.0221 0.1240
I -6.9717 -1.6351 -1.4967
C -6.2374 -4.4101 -0.4951
C -7.0482 -5.4754 0.2548
C -8.5376 -5.4810 -0.1344
N -3.3673 -1.5282 3.2619
C -3.9361 -1.1571 4.5594
C -3.1698 -2.9325 3.1324
C -1.9132 -3.3912 2.4213
O -3.9126 -3.7493 3.5763
H 4.3215 -4.6857 4.1372
H 4.8504 -3.0729 4.4752
H 4.6575 -3.5766 2.7724
H 6.6057 -5.1275 4.5240
H 7.0729 -3.5018 4.0863
H 6.9772 -4.0145 1.7230
H 7.9940 -5.1606 2.5670
H 5.1259 -5.9237 2.1422
H 6.4991 -6.9730 2.3330
H 6.1010 -7.1147 0.0336
H 7.2368 -5.7921 -0.0528
H 4.4774 -5.9515 -0.8688
H 4.5049 -4.8034 0.4364
H 6.3590 -4.7251 -2.0238
H 4.8208 -3.8932 -2.0071
H 6.6002 -2.3737 -1.6347
H 7.2951 -3.2789 -0.3255
H 5.9674 -2.0919 1.1508
H 4.5445 -2.7105 0.3520
H 5.8987 -0.4964 -1.1333
H 5.4773 0.0116 0.4704
H 3.6845 -1.0030 -1.7609
H 3.6856 0.5989 -0.9746
H 2.1886 -1.7520 -0.1227
H 3.2602 -1.0631 1.1599
H 1.4172 0.1454 1.5629
H 2.2438 1.2401 0.3803
H 0.3167 1.1569 -0.9492
H 0.6541 -0.5916 -1.0898
H -0.7410 0.2375 1.4159
H -0.9302 -1.1708 0.3410
H -1.8891 0.6973 -1.3421
H -1.8921 1.7026 0.0691
H -3.8978 1.0029 0.6656
H -3.9545 -0.0584 -0.7245
H -4.4314 0.0435 2.4516
H -5.7356 -2.2968 2.7141
H -6.1789 -1.0231 1.5239
H -7.2333 -3.0004 0.8030
H -5.1880 -4.7016 -0.5180
H -6.5646 -4.4190 -1.5299
H -6.9962 -5.2819 1.3282
H -6.6560 -6.4544 -0.0093
H -8.6765 -5.4499 -1.2133
H -9.1184 -4.7121 0.3722
H -8.9421 -6.4441 0.1839
H -5.0240 -1.2432 4.6105
H -3.4999 -1.7759 5.3374
H -3.6163 -0.1412 4.7883
H -1.2823 -3.9135 3.1363
H -2.1429 -4.0010 1.5529
H -1.3418 -2.5228 2.0997
C -2.1540 4.7747 -1.3797
O -1.6877 4.8461 -0.0459
C -0.7756 5.9199 0.1556
C -1.4415 7.0929 0.8408
O -2.4130 7.7034 0.0014
C -3.7416 7.3508 0.3446
H -2.9769 4.0613 -1.4169
H -2.5152 5.7435 -1.7352
H -1.3525 4.4193 -2.0376
H -0.3272 6.2338 -0.7927
H 0.0254 5.5434 0.7998
H -0.6822 7.8508 1.0573
H -1.8879 6.7812 1.7900
H -4.0353 7.8397 1.2797
H -3.8581 6.2689 0.4462
H -4.3966 7.6998 -0.4526
C 1.1894 8.5772 -6.4729
O 0.6085 7.2897 -6.3643
C 1.2500 6.4707 -5.3975
C 0.4501 6.3950 -4.1148
O 0.4198 7.6444 -3.4396
C -0.8079 8.3366 -3.6036
H 0.5312 9.1909 -7.0862
H 1.3038 9.0532 -5.4959
H 2.1665 8.5135 -6.9641
H 2.2653 6.8261 -5.1977
H 1.3218 5.4659 -5.8263
H 0.9358 5.6812 -3.4403
H -0.5647 6.0359 -4.3128
H -1.5999 7.8478 -3.0261
H -1.1010 8.3921 -4.6550
H -0.6740 9.3480 -3.2232
```



No. 2
C5H8O2 | ωB97M-V with the def2-TZVPD basis set

Results
* Kohn-Sham gap: 10.23 eV
* energy relative to the best compared isomer or geometry (same formula, charge and spin): 59.2 kcal per mole

XYZ file:
```
15
C5H8O2 | the OMol25 dataset | ωB97M-V with the def2-TZVPD basis set
C 0.2031 0.6440 1.3918
C -1.0536 1.1316 0.6801
O -0.8946 0.8644 -0.7236
C 0.1582 0.0548 -1.1711
C -0.0069 -1.4441 -1.2375
C 0.8727 -0.8315 -0.2062
O 0.3448 -0.7393 1.0604
H 1.0356 1.2585 1.0090
H 0.3033 0.4875 2.4525
H -1.9385 0.5993 1.0483
H -1.2614 2.2096 0.7530
H 0.7555 0.5451 -1.9338
H -0.9402 -1.8482 -0.8575
H 0.4638 -1.9895 -2.0471
H 1.9584 -0.9420 -0.2182
```



No. 3
C2H3N2O2 | ωB97M-V with the def2-TZVPD basis set

Results
* Kohn-Sham gap (spin up / spin down): 5.58 / 5.58 eV
* energy relative to the best compared isomer or geometry (same formula, charge and spin): 101.3 kcal per mole
* net charge: -1

XYZ file:
```
9
C2H3N2O2 | the OMol25 dataset | ωB97M-V with the def2-TZVPD basis set
O 2.2357 -1.1181 -0.1647
N 1.8229 -0.1424 0.5699
C 0.6334 0.4884 0.1372
C -0.7189 -0.2244 -0.1893
N -1.8204 0.0353 0.4014
O -2.8438 -0.6107 0.0768
H 0.9701 1.2882 -0.7143
H 0.3358 1.2370 0.9048
H -0.6146 -0.9533 -1.0218
```



No. 4
C23H44CeNP3Se | ωB97M-V with the def2-TZVPD basis set

Results
* Kohn-Sham gap: 2.39 eV
* net charge: +4

XYZ file:
```
73
C23H44CeNP3Se | the OMol25 dataset | ωB97M-V with the def2-TZVPD basis set
Ce 0.0342 -0.0781 0.9108
P -2.4055 -0.1882 0.1185
P 0.1739 -2.5555 0.5337
P -0.0103 2.3871 0.4749
H 1.5905 -0.9663 -1.4112
C 1.5537 -0.0513 -0.8829
C 2.2346 -0.0048 0.4909
H 2.7011 -0.8926 0.8398
C -2.6785 -0.2252 -1.6209
C -3.2990 -1.5938 0.7430
C -3.4226 1.1512 0.6915
C 1.8474 -3.1575 0.5276
C -0.6297 -3.6141 1.6792
C -0.4297 -3.0588 -1.0839
C 1.6130 3.1065 0.4358
C -0.8787 3.3785 1.6338
C -0.6729 2.8287 -1.1332
H 1.5197 0.8484 -1.4396
H 2.6307 0.9263 0.8137
H -3.7697 -0.2749 -1.7702
H -2.2157 -1.0946 -2.1006
H -2.2935 0.6711 -2.1215
H -4.3292 -1.4558 0.3894
H -3.3044 -1.6287 1.8425
H -2.9272 -2.5496 0.3692
H -4.4358 0.9023 0.3517
H -3.1423 2.1187 0.2728
H -3.4287 1.2353 1.7903
H 1.7577 -4.2319 0.3556
H 2.3421 -2.9861 1.4967
H 2.4703 -2.7156 -0.2579
H -0.7190 -4.5899 1.1880
H -1.6286 -3.2816 1.9968
H -0.0055 -3.7287 2.5777
H -0.1442 -4.1140 -1.1928
H 0.0218 -2.4726 -1.8968
H -1.5158 -2.9748 -1.1591
H 1.4416 4.1653 0.2353
H 2.2576 2.6886 -0.3452
H 2.1323 3.0000 1.4020
H -0.8354 4.4025 1.2447
H -0.3915 3.3523 2.6181
H -1.9276 3.0882 1.7656
H -0.4977 3.9074 -1.2394
H -1.7447 2.6316 -1.2088
H -0.1636 2.2934 -1.9458
C 0.8954 0.0153 -5.6969
C 2.0055 -0.1720 -4.8424
C 3.3000 -0.1141 -5.3438
C 3.5269 0.1306 -6.7043
C 2.4333 0.3182 -7.5632
C 1.1376 0.2626 -7.0737
Se -0.9126 -0.0420 -5.1170
H -0.5383 -0.3219 -3.6567
H 1.8330 -0.3625 -3.7850
H 4.1421 -0.2608 -4.6701
H 4.5439 0.1750 -7.0926
H 2.5996 0.5086 -8.6201
H 0.2893 0.4083 -7.7409
N -1.0213 -0.2001 3.0364
C -0.3159 0.2155 4.2592
C 1.0527 0.1405 4.3111
C 1.6719 0.4559 5.5280
C 0.9207 0.8136 6.6270
C -0.4665 0.8662 6.5312
C -1.0852 0.5554 5.3237
H -1.1149 -1.1938 3.0270
H -1.9605 0.1706 2.9846
H 1.6762 -0.1602 3.4337
H 2.7747 0.4075 5.6068
H 1.4039 1.0531 7.5874
H -1.0773 1.1443 7.4040
H -2.1900 0.5875 5.2665
```



No. 5
C18H30N2O3 | ωB97M-V with the def2-TZVPD basis set

Results
* Kohn-Sham gap: 8.79 eV
* energy relative to the best compared isomer or geometry (same formula, charge and spin): 438.4 kcal per mole

XYZ file:
```
53
C18H30N2O3 | the OMol25 dataset | ωB97M-V with the def2-TZVPD basis set
C 1.2698 -0.9042 2.5983
H 2.3505 -0.9373 2.9882
O 1.5145 0.1025 1.4315
C 0.3372 0.2493 0.6271
C -0.9306 -0.5109 0.6418
C -2.0674 -0.1472 -0.0118
C -1.9143 0.7274 -0.9206
C -0.6289 1.5110 -1.3511
C 0.4013 1.2524 -0.4668
O 1.6466 1.8730 -0.6649
C 2.5623 2.2661 0.3347
H 2.1119 2.3877 1.2038
H 3.2329 2.7462 -0.1315
C 3.5989 0.9573 0.4650
O 4.2874 0.7094 1.2665
N 3.4845 0.0544 -0.5353
H 2.9240 0.1704 -1.3256
C 4.3010 -1.1834 -0.7832
C 4.0708 -1.5774 -2.3025
H 2.8748 -1.8726 -2.1644
H 4.1502 -0.9655 -3.1086
H 4.4094 -2.4981 -2.2822
C 3.9891 -2.0285 0.2868
H 2.8725 -2.3372 0.3714
H 4.2241 -1.5453 0.9599
H 4.6550 -3.0315 0.0870
C 5.8385 -0.9658 -0.8161
H 6.1113 0.1010 -1.6231
H 5.9870 -0.3825 0.2637
H 6.4634 -1.7134 -0.8881
H -0.4354 2.3234 -2.0636
H -2.6721 1.0468 -1.8830
C -3.3067 -0.7147 0.1281
N -4.4420 0.0387 -0.2043
H -4.3730 0.9058 0.4342
C -5.7474 -0.1351 -0.1043
C -6.6637 0.8688 -0.6250
H -6.6033 1.6393 0.5897
H -7.7489 0.5979 -0.4986
H -6.5131 1.4341 -1.3055
C -5.8930 -1.4733 -1.0729
H -7.1688 -1.5435 -1.1233
H -5.6716 -1.0689 -2.1435
H -5.5144 -2.4634 -0.9493
C -6.2901 -0.8629 1.1527
H -7.0839 -1.2499 1.2153
H -5.9255 -0.3062 2.0585
H -5.4807 -1.9694 1.4826
H -3.3610 -1.0972 1.0175
H -3.5251 -1.5134 -0.5610
H -1.0779 -1.0038 1.5376
H 0.4910 -0.5334 3.1871
H 1.1533 -1.8449 2.0521
```



Sequential total energy output: -2217.63620, -345.71060, -337.84788, -4856.35256, -1038.41398 Eh